This record from the OMol25 dataset describes a cluster of 20 separate species, C64H121N7O24S11 in total. The level of theory is ωB97M-V/def2-TZVPD.

Element x y z (Å)
1 C 4.843 5.270 -0.534
2 C 5.001 3.900 -1.167
3 O 6.066 3.403 -1.187
4 C 3.818 3.347 -1.978
5 H 4.183 5.282 0.333
6 H 4.506 5.949 -1.317
7 H 5.824 5.617 -0.208
8 H 3.033 3.500 -1.238
9 H 3.745 2.263 -2.063
10 H 3.632 3.935 -2.877
11 C 5.937 -4.399 4.059
12 C 5.356 -5.239 2.952
13 O 5.987 -6.215 2.601
14 C 4.074 -4.796 2.350
15 H 6.629 -3.700 3.589
16 H 6.577 -4.923 4.770
17 H 5.163 -3.738 4.450
18 H 3.292 -4.745 3.108
19 H 3.847 -5.535 1.582
20 H 4.154 -3.817 1.877
21 C 3.007 6.823 4.461
22 C 2.544 6.294 3.082
23 N 2.175 5.895 2.047
24 H 2.484 6.116 5.104
25 H 2.619 7.821 4.665
26 H 4.094 6.817 4.549
27 C -0.109 7.832 -3.528
28 C -0.005 6.468 -3.982
29 N 0.137 5.355 -4.350
30 H 0.564 8.549 -3.996
31 H 0.055 7.793 -2.452
32 H -1.091 8.294 -3.631
33 C -1.399 5.535 1.865
34 C -1.415 4.155 2.508
35 N -1.442 3.052 2.999
36 H -2.293 6.158 1.842
37 H -1.147 5.400 0.813
38 H -0.558 6.096 2.273
39 C -5.180 4.491 2.224
40 C -4.823 5.344 3.370
41 N -4.568 5.969 4.228
42 H -5.654 5.175 1.520
43 H -5.662 3.621 2.669
44 H -4.243 4.267 1.714
45 C -3.164 -0.164 4.801
46 C -4.050 -0.327 3.578
47 N -4.775 -0.387 2.690
48 H -3.746 0.318 5.587
49 H -2.236 0.396 4.684
50 H -2.953 -1.210 5.024
51 C 4.739 2.514 -6.785
52 C 4.543 1.678 -5.585
53 N 4.426 1.033 -4.629
54 H 5.492 3.284 -6.613
55 H 3.816 3.036 -7.039
56 H 4.753 1.943 -7.713
57 C 5.137 -5.948 -1.829
58 C 3.774 -5.664 -1.997
59 N 2.677 -5.321 -2.135
60 H 5.460 -5.663 -0.827
61 H 5.804 -5.447 -2.530
62 H 5.365 -7.003 -1.976
63 C 4.428 -3.570 -5.423
64 C 2.923 -3.136 -5.285
65 C 2.451 -2.888 -6.711
66 S 3.848 -2.111 -7.589
67 O 3.566 -0.651 -7.700
68 O 4.118 -2.970 -8.781
69 C 5.046 -2.447 -6.274
70 H 4.650 -4.546 -5.854
71 H 4.903 -3.549 -4.442
72 H 2.767 -2.179 -4.785
73 H 2.325 -3.892 -4.777
74 H 1.574 -2.241 -6.719
75 H 2.155 -3.772 -7.276
76 H 4.985 -1.549 -5.659
77 H 6.071 -2.506 -6.639
78 C -0.916 -8.291 1.578
79 C -0.625 -6.804 1.686
80 C 0.351 -6.434 0.523
81 S 1.566 -7.756 0.695
82 O 2.358 -7.549 1.944
83 O 2.227 -8.004 -0.615
84 C 0.378 -9.082 1.071
85 H -1.708 -8.398 0.837
86 H -1.511 -8.708 2.391
87 H -0.178 -6.623 2.663
88 H -1.599 -6.315 1.726
89 H 0.963 -5.537 0.614
90 H -0.217 -6.378 -0.406
91 H 0.826 -9.937 1.577
92 H 0.180 -9.515 0.091
93 C -1.763 1.520 -0.692
94 C -0.532 2.321 -1.092
95 C 0.771 1.632 -0.802
96 S 0.406 -0.066 -0.116
97 O 1.238 -0.378 1.056
98 O 0.313 -1.036 -1.160
99 C -1.344 0.475 0.395
100 H -2.241 1.040 -1.546
101 H -2.451 2.263 -0.288
102 H -0.632 3.216 -0.478
103 H -0.507 2.733 -2.101
104 H 1.038 2.188 0.096
105 H 1.546 1.565 -1.567
106 H -1.357 1.029 1.334
107 H -1.897 -0.457 0.516
108 C -5.479 1.840 -4.036
109 C -6.944 2.055 -3.611
110 C -7.065 3.567 -3.311
111 S -5.481 4.080 -2.524
112 O -5.547 3.968 -1.085
113 O -4.915 5.265 -3.207
114 C -4.465 2.688 -3.166
115 H -5.397 2.232 -5.050
116 H -5.181 0.791 -4.049
117 H -7.221 1.490 -2.721
118 H -7.685 1.749 -4.350
119 H -7.927 3.969 -2.778
120 H -6.994 4.038 -4.292
121 H -3.851 2.255 -2.376
122 H -3.731 3.233 -3.759
123 C -2.161 2.461 7.447
124 C -1.575 2.920 8.799
125 C -0.569 4.079 8.617
126 S -1.328 5.098 7.221
127 O -0.227 5.698 6.425
128 O -2.465 5.936 7.600
129 C -1.971 3.593 6.400
130 H -3.219 2.201 7.484
131 H -1.871 1.456 7.143
132 H -1.254 2.110 9.454
133 H -2.449 3.075 9.432
134 H 0.395 3.618 8.404
135 H -0.268 4.677 9.478
136 H -1.236 3.369 5.627
137 H -2.901 3.776 5.862
138 C 1.519 1.781 5.306
139 C 1.621 1.872 3.763
140 C 3.194 1.951 3.498
141 S 3.975 2.914 4.857
142 O 4.258 4.279 4.407
143 O 5.017 2.148 5.572
144 C 2.359 2.954 5.820
145 H 1.891 0.852 5.737
146 H 0.468 1.953 5.539
147 H 1.034 2.728 3.430
148 H 1.094 1.072 3.243
149 H 3.526 2.401 2.562
150 H 3.669 0.969 3.497
151 H 1.893 3.903 5.553
152 H 2.474 3.103 6.894
153 C 1.028 1.777 -5.932
154 C 1.045 0.400 -5.303
155 C -0.326 0.355 -4.556
156 S -1.468 0.760 -5.889
157 O -2.687 1.283 -5.298
158 O -1.628 -0.260 -6.951
159 C -0.372 2.193 -6.437
160 H 1.828 2.002 -6.638
161 H 1.243 2.585 -5.233
162 H 1.847 0.208 -4.590
163 H 0.911 -0.395 -6.037
164 H -0.481 1.144 -3.820
165 H -0.680 -0.602 -4.173
166 H -0.818 3.108 -6.045
167 H -0.550 2.340 -7.502
168 C 4.144 -0.532 -0.331
169 C 5.445 -0.167 0.300
170 C 6.591 -1.081 -0.027
171 S 6.008 -2.320 -1.196
172 O 5.677 -3.378 -0.268
173 O 6.905 -2.482 -2.342
174 C 4.468 -1.352 -1.579
175 H 3.461 0.279 -0.583
176 H 3.633 -1.232 0.329
177 H 5.200 -0.222 1.360
178 H 5.714 0.871 0.104
179 H 7.052 -1.685 0.755
180 H 7.496 -0.587 -0.381
181 H 3.665 -1.889 -2.083
182 H 4.825 -0.631 -2.314
183 C -5.951 -0.709 -0.380
184 C -7.129 -1.122 -1.212
185 C -8.380 -0.616 -0.536
186 S -7.917 1.050 0.196
187 O -8.344 1.004 1.592
188 O -8.274 2.202 -0.620
189 C -6.113 0.844 -0.063
190 H -5.148 -0.718 -1.117
191 H -5.712 -1.353 0.465
192 H -7.071 -2.210 -1.178
193 H -7.197 -0.710 -2.218
194 H -8.592 -1.163 0.382
195 H -9.236 -0.439 -1.188
196 H -5.658 1.348 0.790
197 H -5.960 1.405 -0.985
198 C -2.260 -3.297 3.186
199 C -0.947 -3.263 2.393
200 C -0.102 -2.400 3.329
201 S -0.467 -3.153 5.011
202 O -0.613 -2.164 6.079
203 O 0.484 -4.222 5.216
204 C -2.100 -3.804 4.626
205 H -2.772 -4.076 2.620
206 H -2.954 -2.469 3.044
207 H -0.995 -2.756 1.430
208 H -0.561 -4.231 2.072
209 H -0.529 -1.410 3.485
210 H 0.957 -2.241 3.122
211 H -2.849 -3.499 5.356
212 H -2.044 -4.891 4.567
213 C -1.936 -4.893 -2.883
214 C -3.436 -5.023 -2.497
215 C -4.053 -3.627 -2.390
216 S -2.768 -2.675 -1.470
217 O -3.215 -2.665 -0.079
218 O -2.622 -1.423 -2.149
219 C -1.280 -3.878 -1.788
220 H -1.999 -4.413 -3.860
221 H -1.443 -5.847 -3.068
222 H -3.559 -5.662 -1.623
223 H -3.835 -5.662 -3.284
224 H -5.035 -3.404 -1.973
225 H -4.110 -3.314 -3.432
226 H -1.300 -4.356 -0.808
227 H -0.480 -3.196 -2.074

Spin multiplicity: 1
DFT total energy: -9079.88189 Ha
Total charge: 0